Entry from the OMol25 dataset: a 2-piece molecular cluster, C16H25BCl2F13N3O3P2 overall in a non-equilibrium geometry (ωB97M-V/def2-TZVPD).

Properties
Highest occupied orbital energy = -7.9 eV
HOMO-LUMO gap = 6.371 eV
SMILES = O=C(Cl)CB(CCC(F)(F)C(F)(F)C(F)(F)C(F)(F)C(F)(F)C(F)(F)F)P(O)Cl.CN(C)P(=O)(N(C)C)N(C)C

ORCA input file:
```
! RIJCOSX wB97M-V def2-TZVPD def2/J DEFGRID3
* xyz 0 1
Cl 2.903 -0.416 -3.652
Cl 4.268 5.369 -2.304
P 1.564 -2.400 2.232
P 2.297 1.638 -3.981
F -5.020 2.784 -4.568
F -1.765 -1.520 -1.023
F -2.894 4.790 -4.329
F -2.942 1.037 -0.759
F -5.591 4.606 -2.560
F -3.498 6.142 -2.463
F -1.815 4.487 -2.142
F -5.858 1.802 -2.580
F -3.855 0.393 -4.427
F -2.010 -1.643 -3.390
F -4.215 3.660 -0.880
F -2.155 1.969 -3.982
F -4.242 -0.543 -1.949
O 4.213 2.722 -1.494
O 2.268 -1.275 1.433
O 1.283 1.722 -5.437
N 2.935 -2.629 3.209
N 0.755 -3.692 3.151
N 0.358 -1.375 2.778
C -3.117 4.736 -2.868
C -0.307 -0.051 -2.448
C 3.414 3.756 -1.823
C -0.717 -1.098 1.837
C 4.233 -2.586 2.512
C -4.338 3.778 -2.367
C -3.376 1.344 -3.347
C 1.098 -5.000 2.575
C -3.039 0.371 -2.077
C -1.788 -0.658 -2.265
C -4.599 2.399 -3.166
C 3.178 -2.354 4.605
C 1.750 3.672 -1.779
C 0.135 -0.677 4.012
C 0.518 -3.852 4.573
C 0.025 1.386 -1.761
B 1.304 2.205 -2.449
H 3.416 -3.289 5.117
H -1.217 -0.141 2.034
H 0.315 1.216 -0.619
H -0.872 2.138 -1.774
H 0.906 -0.816 4.761
H 0.364 -5.766 2.846
H -0.335 -1.030 0.809
H 1.375 4.578 -2.460
H 2.338 -1.919 5.144
H -0.807 -0.996 4.469
H 0.076 0.406 3.858
H 2.091 -5.330 2.900
H 0.587 1.001 -5.418
H 4.595 -1.548 2.424
H 1.392 -4.233 5.108
H 1.103 -4.943 1.480
H -0.061 -0.027 -3.610
H 4.028 -1.676 4.769
H 1.322 3.806 -0.692
H 4.988 -3.169 3.033
H 0.467 -0.838 -1.993
H 4.154 -3.004 1.497
H -0.285 -4.584 4.730
H 0.173 -2.949 5.070
H -1.473 -1.887 1.865
*
```